Molecular formula: C22H53InN3O6
Method: DFT, wB97M-V/def2-TZVPD

XYZ file:
```
85
C22H53InN3O6 (wB97M-V/def2-TZVPD)
C -7.35020 6.06310 -3.42482
C 0.40743 3.37585 -1.11057
H 2.29948 -0.56573 -0.40042
H 3.79071 -3.95129 6.15254
O 2.33133 -6.33788 5.32946
H 1.77097 1.14472 -2.46113
H -5.65411 2.43721 -1.29546
H 3.22231 -5.37558 3.69058
H 5.96570 -2.24660 5.55383
C 0.87910 -1.90674 0.77755
H -0.15966 -3.51989 -1.22155
H -3.78046 5.55326 -2.94410
H -0.06619 1.06513 -2.97528
H 4.33311 -0.85354 4.95944
H 3.02408 -1.25983 1.27665
C -6.60327 5.04631 -5.45363
H -4.28549 5.15250 -0.76469
H -0.19316 4.98156 -2.76153
N -6.56638 4.05808 -2.18884
H -0.29614 3.86306 -0.30742
C 3.76065 -1.71670 4.61026
H 0.25184 2.19730 -1.00110
H -7.63809 5.07389 -5.80445
In -0.75431 -1.66493 -3.45674
O -6.36154 6.03639 -4.46138
H -6.27476 3.62768 -0.16006
H 1.55981 3.55829 -0.91048
O 4.60261 -2.69427 4.01134
H 3.04692 -1.37708 3.85343
H 3.54131 -2.24607 -1.54885
H 3.47331 -7.70542 6.28104
C 2.40041 -1.49407 0.31269
O 1.24885 2.00080 -4.37290
H 5.07132 -6.28715 7.35534
C -4.30393 4.07151 -0.94525
C 1.19704 -0.59587 -3.97060
H -3.88632 3.61531 -0.03982
H 0.08976 -0.38068 -0.84057
H -1.18110 -0.98471 0.42280
H 1.45153 -5.40006 3.73872
N 4.61811 -4.44210 6.47405
H 2.30855 -4.33527 4.83963
H -2.03000 -0.35271 -3.42552
H -6.36352 4.05028 -5.07763
H -2.57052 4.49871 -3.69414
H 4.62617 -2.74924 0.99928
H 3.19132 -2.14551 5.43665
O -3.40714 3.71642 -1.99941
H -6.11637 3.83852 -3.07097
C 5.75881 -3.01325 4.79497
C 3.12492 -2.69609 -0.53812
H -7.60215 7.11770 -3.26825
H -5.94323 5.25106 -6.30213
H 0.71856 -3.07120 0.86614
H 6.60660 -3.02273 4.10118
H -4.26626 4.07036 -3.83994
H 5.38947 -5.10577 4.60896
C 1.13522 3.34465 -3.78205
C -0.74472 -2.51047 -1.31199
H -5.85348 6.03934 -1.90532
H 6.60175 -4.71002 5.83957
C 2.35597 -5.30909 4.35053
C 3.62042 -6.72784 5.80669
H -7.48557 5.71993 -1.29300
H 1.48297 -0.65651 -5.10843
N 4.31059 -3.33618 0.18196
H 5.09229 -3.43318 -0.50637
H 3.45717 -5.66277 7.66559
H 0.74630 -1.48200 1.88235
C 5.63541 -4.41383 5.41840
C 4.21354 -5.79465 6.88126
C -3.53128 4.51476 -3.16756
H -8.27286 5.54715 -3.72301
H 2.27641 -3.50281 -0.76205
H -1.89603 -2.72796 -1.08534
H -1.29369 -2.85377 -4.68731
H 4.30785 -6.90701 4.97192
C -5.73297 3.51563 -1.10716
C -6.78559 5.50563 -2.10727
C 0.04088 3.83392 -2.66334
C -0.27689 -1.34180 -0.25854
C 1.04750 0.93221 -3.38311
O 2.00541 4.27584 -4.26017
H 2.10858 -1.08457 -3.37630
H -0.97300 3.25832 -2.91873
```

Values from the calculation:
- frontier orbital gap (eV) = 7.06
- E_LUMO (eV) = 2.38
- molecular weight (g/mol) = 570.5
- largest force on an atom (eV Å⁻¹) = 8.34
- total charge = -1

Molecular formula: C6H28N2O6
Method: DFT, wB97M-V/def2-TZVPD

XYZ file:
```
42
C6H28N2O6 (wB97M-V/def2-TZVPD)
O -0.17731 0.50876 -3.91697
C 1.33571 -2.55533 0.65723
H -2.79291 -0.35623 -2.65785
H -0.07603 0.97796 2.88915
H -2.83102 1.14916 0.21740
H -0.52296 2.45166 2.89702
O -3.45117 0.55545 0.64447
H 0.73518 -0.82523 -0.47910
H -2.86263 -2.70016 -0.99288
H 2.16771 -1.57381 -1.04257
O -2.29956 0.31989 -2.16793
C -0.36697 1.94817 -0.54232
H 0.58487 0.59150 -3.35227
H 2.08231 -2.64291 1.46608
C 1.04851 2.53989 -0.68723
N 0.05591 -2.65175 1.33122
C 2.89640 1.00313 0.04830
H -1.67898 -2.47613 0.05763
H -3.02205 -0.37554 2.28022
H 3.40898 -0.73327 1.05040
H 3.90331 0.92823 -0.37647
H -0.48359 0.99242 -1.02482
H 1.25245 3.17140 0.18743
H -0.16642 -1.89316 1.96070
C 2.45738 -0.29661 0.73722
H -1.10725 2.60588 -0.99668
H -1.02046 0.59708 -3.42862
H 2.93967 1.82333 0.76975
H 1.91451 1.09386 -1.83943
H -1.93372 -0.21547 -1.44619
H -3.40074 -0.32453 0.25236
H -0.20012 -3.51413 1.78806
H -1.92839 -1.18241 1.59900
H 1.06117 3.42011 -1.35599
H -0.45621 1.80782 0.53342
C 1.66309 -1.27793 -0.11989
H 1.85794 -0.06902 1.61886
O -2.19008 -0.84334 2.46092
H 1.55718 -3.43061 0.05647
O 0.15751 1.85779 2.56948
O -2.23482 -2.04837 -0.62196
N 2.12360 1.64244 -1.02363
```

Values from the calculation:
- frontier orbital gap (spin up / spin down) (eV) = 2.55 / 8.72
- ⟨S²⟩ = 0.75
- E_LUMO (spin up / spin down) (eV) = 2.89 / 2.78
- 2S+1 = 2
- molecular weight (g/mol) = 224.3
- largest force on an atom (eV Å⁻¹) = 2.11
- total charge = -1
- energy above the lowest of the compared OMol25 structures with the same formula, charge and spin (kcal per mole) = 32.15

Molecular formula: C14H44F3N19O13S
Method: DFT, wB97M-V/def2-TZVPD

XYZ file:
```
94
C14H44F3N19O13S (wB97M-V/def2-TZVPD)
N -5.32169 -2.94113 -4.80961
O -1.25974 -6.38262 2.23433
N 3.42238 0.95936 2.68572
H -3.84451 2.10340 0.11059
H 1.15026 2.96397 5.38194
H -3.10914 -3.58686 -3.73279
H -3.06213 4.68157 2.61617
H 2.11510 0.72396 -2.58157
C 2.98212 -0.19874 3.25609
N 0.42856 7.51557 -1.84891
C -3.06478 1.39648 0.38410
H 4.20823 0.99628 2.06213
O -1.89508 -0.61897 -0.28901
C -4.60218 0.31995 1.91553
O -4.81735 -4.66707 -6.19399
F -5.85176 -0.43603 -2.71071
H -0.71073 -8.74661 1.71795
O -1.89987 -2.14050 -2.18397
H 1.61794 -1.20060 -1.32291
H -0.64985 -8.56201 0.00181
C 6.88805 -3.30424 1.81526
C -5.34931 0.18598 -1.60849
C -3.97107 -0.40421 -1.39148
H -3.67739 6.29225 2.76376
F -6.21016 -0.04861 -0.61127
F -5.29372 1.49246 -1.87168
N 7.58903 -4.44123 1.51312
H 7.27575 -5.29662 1.92966
N 0.24540 3.32616 5.15029
H 8.38595 -4.45537 0.90733
N -3.37416 -4.15221 -4.51856
H -3.15734 1.58870 2.35609
C 7.24805 -0.99692 -2.42719
H -4.83436 6.41561 -0.56856
O -1.81094 3.06960 4.21821
C -0.70456 2.60064 4.48040
H 5.31958 -0.59256 -1.91156
H -1.01919 0.78233 3.65843
N -3.52684 5.47512 2.20487
H -4.80120 -0.55725 1.31151
H 1.29454 7.91512 -1.54281
H 4.49284 -1.30413 2.32558
H -4.73872 0.02040 2.94754
O -0.33474 7.51894 0.28799
H -5.10010 -2.35970 -4.02504
N -1.19326 -6.07846 -0.01436
H -5.36010 1.06680 1.66603
H 0.00716 4.26047 5.42027
N 2.43777 -1.02386 -0.77420
O -2.00932 -3.10304 0.00135
H -2.15373 1.98244 0.44103
H 8.13202 -2.12996 0.60470
C -0.52116 7.26913 -0.88848
H 3.51725 1.65248 -2.18175
H 8.98901 -1.59102 -3.29959
H -1.41453 -5.10352 0.09478
N 7.34667 -2.16469 1.22716
H -2.40051 0.97899 -1.53516
S -2.37295 -2.02933 -0.83817
H 7.59690 -2.02121 -4.22665
H -1.86281 6.51345 -2.31150
H 5.46434 -1.43970 -3.42075
N -0.33862 1.34488 4.13732
N 3.69433 -1.30663 2.93126
H -1.05813 -6.44524 -0.93596
N -3.24489 0.81304 1.70804
C -2.82712 0.38749 -0.72842
H 2.91552 1.79972 2.88510
N 2.92370 0.86325 -2.00719
O 4.26893 0.22356 -0.29575
C 3.27243 0.03200 -0.97961
H -3.62524 -0.56530 -2.41107
C -3.90952 5.36453 0.90996
H -6.17031 -2.77403 -5.31471
H 6.85736 -1.31292 1.42073
C -4.52546 -3.96987 -5.24011
O -3.70445 4.35460 0.24873
H -4.71289 7.30552 0.90676
H 0.29785 7.32026 -2.82200
H 2.66522 -1.65040 -0.02240
N 5.89709 -1.02095 -2.62073
H 3.40653 -2.17781 3.33607
O 5.91716 -3.32300 2.55968
N -1.68860 6.72558 -1.34875
N -0.79068 -8.16221 0.90862
O 2.00541 -0.24052 4.00160
N 7.99386 -1.59378 -3.41290
O 7.76056 -0.48612 -1.44609
H -2.76963 -4.89577 -4.80881
C -1.09352 -6.83867 1.11969
H -2.40170 6.53354 -0.66854
N -4.53713 6.46697 0.38729
H 0.57415 0.94745 4.33788
O -3.92616 -1.70784 -0.78672
```

Values from the calculation:
- frontier orbital gap (eV) = 9.14
- E_LUMO (eV) = -0.11
- molecular weight (g/mol) = 775.7
- largest force on an atom (eV Å⁻¹) = 1.70

Molecular formula: C5H6O2
Method: DFT, wB97M-V/def2-TZVPD

XYZ file:
```
13
C5H6O2 (wB97M-V/def2-TZVPD)
H -0.08740 1.90138 1.02057
C 1.72525 0.16571 0.06390
C -0.60235 1.03689 0.59674
H 2.05529 -0.88007 0.22024
C -0.31591 -0.89216 -0.88211
H -1.30290 -0.61957 1.27492
C -0.87289 -1.92982 -1.13667
H 0.39518 1.04729 -1.32447
H -1.34952 -2.84829 -1.39958
H -1.51553 1.38533 0.09400
O 2.45861 1.09661 0.27632
O -0.89040 0.16796 1.66214
C 0.30256 0.36875 -0.46599
```

Values from the calculation:
- frontier orbital gap (eV) = 10.76
- E_LUMO (eV) = 0.72
- molecular weight (g/mol) = 98.1
- largest force on an atom (eV Å⁻¹) = 0.57
- energy above the lowest of the compared OMol25 structures with the same formula, charge and spin (kcal per mole) = 56.11
- structure (SMILES) = C#C[C@H](C=O)CO

Molecular formula: C4H4N2O
Method: DFT, wB97M-V/def2-TZVPD

XYZ file:
```
11
C4H4N2O (wB97M-V/def2-TZVPD)
H -2.14936 0.07924 1.25470
C -0.36002 0.18607 -0.01609
C 1.20931 -0.90052 -1.71419
N -0.02804 -0.85298 -1.99357
O 1.04903 0.58794 -0.02760
H -1.61927 1.81386 0.71232
N -0.78389 -0.66038 -0.87221
H 2.77143 -1.53226 0.31178
C -1.20171 0.74902 1.02323
H -0.62077 0.88302 1.96760
C 1.73328 -0.35299 -0.64597
```

Values from the calculation:
- frontier orbital gap (spin up / spin down) (eV) = 8.08 / 8.08
- E_LUMO (spin up / spin down) (eV) = -1.21 / -1.21
- molecular weight (g/mol) = 96.1
- largest force on an atom (eV Å⁻¹) = 5.24
- energy above the lowest of the compared OMol25 structures with the same formula, charge and spin (kcal per mole) = 193.80

Molecular formula: C9H13O
Method: DFT, wB97M-V/def2-TZVPD

XYZ file:
```
23
C9H13O (wB97M-V/def2-TZVPD)
H 1.79125 1.45873 -1.25110
H -2.88434 -1.43698 -1.29614
H -1.70030 0.61574 1.58656
H 2.01532 -1.67409 1.67124
C -2.74733 -0.55659 -0.67622
C 0.49691 0.78505 0.92548
C -0.99736 0.53842 0.80992
C 0.72660 -1.51157 -0.06126
H 3.34633 0.44547 -0.68690
H 2.90719 -1.64449 -0.00854
O -1.45548 -0.54986 -0.09946
C -0.64870 -1.73820 0.10920
C 1.35491 -0.14504 0.12311
H -1.26259 -2.60561 0.44109
H -2.90660 0.13484 -1.54145
H 2.42776 -0.00168 -1.96848
H 0.74239 1.10813 1.94124
H -0.43819 1.73818 -0.94757
C -0.37463 1.76631 0.16958
H -3.52361 -0.59938 0.08963
H -0.60051 2.67813 0.57549
C 2.05025 -1.42973 0.63015
C 2.26746 0.49491 -0.93341
```

Values from the calculation:
- frontier orbital gap (spin up / spin down) (eV) = 8.05 / 7.70
- ⟨S²⟩ = 2.01
- E_LUMO (spin up / spin down) (eV) = -2.53 / -6.29
- 2S+1 = 3
- molecular weight (g/mol) = 137.2
- largest force on an atom (eV Å⁻¹) = 5.28
- total charge = +1
- energy above the lowest of the compared OMol25 structures with the same formula, charge and spin (kcal per mole) = 36.65

The highest molecular weight belongs to which entry? C14H44F3N19O13S

Look up the molecular weight of the sixth one. 137.2 g/mol